# 1
A 4-piece molecular cluster, C3H16N2O3 overall. Source: the OMol25 dataset; level of theory: ωB97M-V/def2-TZVPD.

Positions of all 24 atoms, in Å:
N1 0.9677 0.2187 1.6351
C1 0.8070 1.2679 0.5704
C2 -0.0667 0.7144 -0.5811
C3 0.3703 1.3392 -1.9034
N2 1.3822 0.4280 -2.5755
H1 1.6452 0.3738 2.3848
H2 1.2651 -0.6082 1.1033
H3 0.2536 2.0343 1.1066
H4 1.7836 1.6361 0.2416
H5 -1.1036 0.9206 -0.2284
H6 0.0428 -0.3705 -0.6180
H7 -0.5582 1.3684 -2.4990
H8 0.6689 2.4151 -1.7185
H9 2.3092 0.7297 -2.2680
H10 1.2650 0.6518 -3.5335
O1 -1.8826 0.0705 2.0857
H11 -0.9269 0.1033 2.2016
H12 -2.2468 -0.3686 2.8405
O2 1.0895 -2.3568 0.3740
H13 0.2686 -2.5338 0.8481
H14 1.0480 -3.0417 -0.3283
O3 -2.7835 -2.0970 0.3442
H15 -2.6902 -1.3609 0.9655
H16 -2.9082 -1.5343 -0.4476

## Properties
Structure (SMILES): NCCCN.O.O.O
LUMO energy, eV: 0.8
Spin multiplicity: 1
DFT total energy, Ha: -459.10753
HOMO-LUMO gap, eV: 10.330

=====

# 2
C4H5NiO4 as an isolated structure. Source: the OMol25 dataset; level of theory: ωB97M-V/def2-TZVPD.

Positions of all 14 atoms, in Å:
O1 -1.9416 -0.1531 0.3873
C1 -1.4875 -2.4068 -1.8463
O2 -1.7692 -3.4728 -2.0728
O3 1.0695 -1.0042 -0.8976
C2 1.7656 -0.2495 -0.2319
C3 1.1947 0.9715 0.4198
O4 -0.1252 1.1784 -0.0018
C4 -1.2435 0.8644 0.9279
Ni1 -0.8163 -0.3642 -1.1774
H1 2.8382 -0.4591 -0.0868
H2 1.8301 1.8328 0.1542
H3 1.2819 0.8471 1.5128
H4 -1.8177 1.8033 1.0131
H5 -0.7791 0.6122 1.8994

## Properties
LUMO energy (alpha / beta), eV: -4.6 / -5.7
Spin multiplicity: 3
DFT total energy, Ha: -1964.37724
Expectation value of S²: 2.0066
Net charge: +1
HOMO-LUMO gap (alpha / beta), eV: 9.519 / 8.202

=====

# 3
A 13-piece molecular cluster, C35H93N3O13 overall. Source: the OMol25 dataset; level of theory: ωB97M-V/def2-TZVPD.

Positions of all 144 atoms, in Å:
C1 -2.1455 -4.9467 -0.0879
C2 -1.7519 -4.8105 1.3644
O1 -2.7107 -4.0341 2.0675
H1 -1.9928 -3.9704 -0.5667
H2 -3.1821 -5.2571 -0.1997
H3 -1.5390 -5.6123 -0.7065
H4 -0.7416 -4.4030 1.4693
H5 -1.7783 -5.7952 1.8356
H6 -2.9358 -3.2642 1.5347
C3 -4.3461 -0.3441 -3.3348
C4 -3.4897 0.9229 -3.2838
O2 -3.4415 1.4456 -1.9673
H7 -5.3677 -0.0963 -3.0469
H8 -3.9201 -1.1062 -2.6837
H9 -4.3848 -0.7248 -4.3574
H10 -3.9112 1.6522 -3.9823
H11 -2.4895 0.6822 -3.6625
H12 -2.5148 1.5247 -1.6986
C5 4.3627 -2.2395 0.4790
C6 5.0163 -2.1199 1.8302
O3 6.4194 -1.9343 1.6235
H13 4.7689 -1.4745 -0.2003
H14 3.2788 -2.1692 0.4929
H15 4.7063 -3.1136 -0.0816
H16 4.8992 -3.1113 2.2881
H17 4.5849 -1.3242 2.4381
H18 6.8125 -1.6882 2.4653
C7 -1.7580 4.8549 -5.0397
C8 -1.5971 5.9962 -4.0643
O4 -1.4661 7.2597 -4.7363
H19 -2.7168 4.9109 -5.5579
H20 -1.7532 3.9096 -4.4867
H21 -0.9662 4.8256 -5.7899
H22 -0.7714 5.8470 -3.3662
H23 -2.4991 6.0421 -3.4506
H24 -0.6070 7.6239 -4.5139
O5 0.7991 6.9622 -1.4254
H25 0.7953 6.7596 -0.4839
H26 1.5861 6.5298 -1.7679
O6 -2.3748 6.8620 1.6128
H27 -2.8895 6.3188 2.2150
H28 -1.4694 6.8102 1.9322
O7 4.4955 1.9713 -1.4168
H29 3.5695 1.7190 -1.4623
H30 4.5516 2.7757 -1.9401
O8 -5.4729 2.8594 -0.5773
H31 -4.7803 2.2094 -0.7709
H32 -6.0130 2.4722 0.1153
O9 0.8558 6.8154 1.6312
H33 1.7645 6.6977 1.3372
H34 0.9160 6.7997 2.5911
O10 -4.1722 5.0378 -1.8329
H35 -4.6306 4.8179 -2.6482
H36 -4.4078 4.3196 -1.2316
C9 -0.7143 -3.2433 -6.3200
C10 0.5775 -2.8137 -5.6282
C11 1.6624 -2.7389 -6.7142
C12 2.9124 -1.9720 -6.3146
C13 2.5477 -0.5782 -5.7804
C14 1.4683 -0.6042 -4.6944
N1 0.3636 -1.4696 -5.0792
O11 -0.5516 -1.5702 -3.9936
C15 2.1483 -1.0082 -3.3683
C16 0.9311 0.8272 -4.6093
C17 0.9695 -3.8548 -4.5792
H37 -0.5262 -4.0772 -7.0019
H38 -1.1427 -2.4323 -6.9076
H39 -1.4591 -3.5885 -5.5985
H40 1.9366 -3.7764 -6.9212
H41 1.2590 -2.3192 -7.6399
H42 3.5228 -1.7875 -7.1995
H43 3.4470 -2.5645 -5.5716
H44 2.2378 0.0726 -6.5993
H45 3.4443 -0.1770 -5.3041
H46 1.4003 -1.2629 -2.6173
H47 2.8989 -1.7869 -3.4866
H48 2.6660 -0.1496 -2.9220
H49 1.7515 1.5512 -4.5892
H50 0.4175 0.9936 -5.5625
H51 0.2731 1.0991 -3.7852
H52 1.9143 -3.6335 -4.0826
H53 1.1165 -4.8147 -5.0782
H54 0.2069 -3.9093 -3.8036
H55 -1.2797 -0.9925 -4.2419
C18 -1.0201 3.8236 -0.9069
C19 -0.8176 2.7530 0.1563
C20 -2.0450 2.7103 1.0473
C21 -2.0778 1.5098 1.9794
C22 -2.0456 0.2345 1.1603
C23 -0.8351 0.1660 0.2171
N2 -0.6258 1.4417 -0.4672
O12 0.5040 1.4229 -1.3019
C24 0.3979 -0.3195 1.0170
C25 -1.1109 -0.9035 -0.8195
C26 0.4148 3.1823 0.9850
H56 -0.2615 3.7105 -1.6876
H57 -0.8735 4.8199 -0.4934
H58 -1.9895 3.7498 -1.3992
H59 -2.1851 3.6455 1.5961
H60 -2.9692 2.6747 0.4545
H61 -2.8925 1.5419 2.7057
H62 -1.1979 1.5055 2.6415
H63 -2.9851 0.0394 0.6368
H64 -1.9234 -0.6248 1.8316
H65 0.5637 0.3026 1.9017
H66 0.0635 -1.2634 1.4501
H67 1.3040 -0.3831 0.4209
H68 -1.1090 -1.9180 -0.4169
H69 -2.0592 -0.7185 -1.3356
H70 -0.3913 -0.9487 -1.6411
H71 0.1837 4.1034 1.5239
H72 1.2145 3.5068 0.3063
H73 0.8051 2.4229 1.6593
H74 1.2736 1.4753 -0.7135
C27 -0.8179 -3.7442 8.2081
C28 0.2165 -2.7521 7.6775
C29 1.5936 -3.1639 8.1784
C30 2.7003 -2.4204 7.4620
C31 2.6199 -2.6862 5.9644
C32 1.2665 -2.3071 5.3601
N3 0.2052 -2.7756 6.2278
O13 -1.0633 -2.4250 5.7097
C33 1.2357 -0.7497 5.1571
C34 1.2013 -3.0577 4.0269
C35 -0.1369 -1.3645 8.2488
H75 -0.7039 -3.8383 9.2889
H76 -1.8406 -3.4594 7.9740
H77 -0.6065 -4.7225 7.7645
H78 1.6691 -2.9150 9.2431
H79 1.7020 -4.2518 8.1514
H80 2.6785 -1.3476 7.6679
H81 3.6711 -2.7576 7.8379
H82 2.8079 -3.7545 5.8191
H83 3.4343 -2.1498 5.4721
H84 1.1367 -0.5082 4.1010
H85 2.1474 -0.3697 5.6101
H86 0.3696 -0.3498 5.6789
H87 1.9647 -2.5517 3.4254
H88 0.2582 -3.0095 3.4795
H89 1.4559 -4.1070 4.1671
H90 -1.1431 -1.0428 7.9805
H91 -0.0982 -1.3519 9.3459
H92 0.5818 -0.5845 7.9834
H93 -1.4092 -3.2587 5.3738

## Properties
LUMO energy, eV: -0.2
Spin multiplicity: 1
DFT total energy, Ha: -2531.55448
HOMO-LUMO gap, eV: 8.136

=====

# 4
CHO3Tl as an isolated structure. Source: the OMol25 dataset; level of theory: ωB97M-V/def2-TZVPD.

Positions of all 6 atoms, in Å:
Tl1 -2.7672 2.1207 0.1763
O1 1.4665 -0.5954 -0.6128
C1 0.2935 -0.6604 0.0755
O2 -0.3286 0.4366 0.2202
O3 -0.0203 -1.6583 0.8068
H1 1.3561 0.3568 -0.6661

## Properties
LUMO energy, eV: -17.8
Spin multiplicity: 1
DFT total energy, Ha: -435.94605
Net charge: +2
HOMO-LUMO gap, eV: 4.430

=====

# 5
A 3-piece molecular cluster, C21H24BrNO4 overall. Source: the OMol25 dataset; level of theory: ωB97M-V/def2-TZVPD.

Positions of all 51 atoms, in Å:
C1 -0.3019 0.8011 -1.5031
C2 -0.4598 -0.7895 -1.5939
C3 -0.8767 -1.3772 -3.0461
N1 -0.3133 -1.6356 -0.5757
C4 0.2417 -0.9157 0.5938
C5 -0.7635 -0.2537 1.5825
C6 -0.2595 0.5570 2.8082
C7 1.2861 0.6581 2.9862
C8 2.3131 -0.0385 2.0133
C9 1.8025 -0.8604 0.7742
C10 3.8883 0.1589 2.3176
O1 4.7095 -0.7870 2.2430
C11 4.2837 1.6600 2.7701
C12 5.5630 2.3708 2.2482
Br1 6.7990 1.4250 1.0398
C13 5.8093 3.8354 2.7195
C14 4.7990 4.5245 3.6784
C15 3.5215 3.8129 4.2084
C16 3.2576 2.3526 3.7462
C17 1.9490 1.5097 4.1875
O2 1.5278 1.5020 5.3667
H1 -0.4177 1.2684 -2.5525
H2 -1.1339 1.2098 -0.8248
H3 0.7017 1.1573 -1.0911
H4 -0.0094 -1.9338 -3.5495
H5 -1.1715 -0.4807 -3.7221
H6 -1.8020 -2.0375 -2.9188
H7 -1.8784 -0.3405 1.3747
H8 -0.9391 1.0754 3.5637
H9 2.5308 -1.3807 0.0550
H10 6.7317 4.3592 2.3081
H11 4.9709 5.6118 4.0091
H12 2.7577 4.3200 4.8903
C18 -2.7829 -5.2641 1.1616
C19 -3.4898 -4.0749 0.5424
O3 -2.9776 -2.8635 1.0818
H13 -2.9129 -5.2649 2.2470
H14 -3.1716 -6.2027 0.7590
H15 -1.7071 -5.2176 0.9693
H16 -4.5604 -4.1133 0.7550
H17 -3.3536 -4.0615 -0.5440
H18 -2.0308 -2.8325 0.8816
C20 -3.6391 0.9070 -6.2318
C21 -3.8176 0.6761 -4.7444
O4 -2.6839 1.1597 -4.0320
H19 -2.7393 0.4021 -6.5930
H20 -4.5008 0.5349 -6.7909
H21 -3.5146 1.9726 -6.4458
H22 -3.9197 -0.3903 -4.5327
H23 -4.7106 1.1889 -4.3739
H24 -2.6052 2.1054 -4.2162

## Properties
Structure (SMILES): CC(C)=Nc1ccc2c(c1)C(=O)c1c(Br)cccc1C2=O.CCO.CCO
LUMO energy, eV: -1.0
Spin multiplicity: 1
DFT total energy, Ha: -3743.98408
HOMO-LUMO gap, eV: 7.676

=====

The highest spin multiplicity belongs to which entry? C4H5NiO4